Entry 1:
The following is a quantum chemistry calculation of a cluster of 12 separate species, C18H60N18O12 in total at a distorted geometry, from the OMol25 dataset.

```
108
Properties=species:S:1:pos:R:3:lowdin_charge:R:1
C 0.360 4.176 -1.281 -0.74
O 1.054 3.191 -1.499 0.01
N 0.406 4.901 -0.222 0.18
N -0.679 4.556 -1.975 0.18
H -0.160 5.737 -0.187 0.12
H 1.153 4.725 0.434 0.12
H -1.323 5.235 -1.593 0.11
H -0.944 4.008 -2.781 0.08
C -3.986 -2.720 0.842 -0.80
O -4.776 -3.081 1.736 -0.02
N -2.922 -3.384 0.656 0.18
N -4.149 -1.746 -0.013 0.18
H -2.299 -3.002 -0.042 0.05
H -2.704 -4.065 1.370 0.13
H -4.999 -1.200 0.001 0.12
H -3.384 -1.478 -0.615 0.07
C 3.940 -0.557 -2.933 -0.82
O 3.270 -0.831 -3.892 0.02
N 4.575 -1.397 -2.230 0.20
N 3.913 0.656 -2.494 0.20
H 4.425 -2.379 -2.416 0.12
H 5.228 -1.149 -1.501 0.12
H 3.230 1.328 -2.815 0.10
H 4.573 0.873 -1.762 0.10
C -1.642 -2.801 -2.730 -0.69
O -1.793 -2.236 -1.626 -0.04
N -2.352 -3.780 -3.118 0.19
N -0.803 -2.549 -3.687 0.20
H -3.100 -4.110 -2.525 0.14
H -2.043 -4.330 -3.907 0.13
H -0.404 -1.627 -3.792 0.07
H -0.866 -3.137 -4.506 0.12
C -3.235 1.701 -2.711 -0.78
O -2.742 0.607 -2.643 0.04
N -4.291 2.102 -2.063 0.16
N -2.786 2.738 -3.376 0.16
H -4.651 3.037 -2.192 0.11
H -4.785 1.350 -1.605 0.12
H -1.995 2.499 -3.956 0.05
H -3.266 3.605 -3.185 0.11
C 4.627 2.341 0.787 -0.86
O 5.636 2.876 1.197 0.03
N 3.592 2.968 0.377 0.18
N 4.483 1.102 0.659 0.17
H 3.518 3.961 0.543 0.12
H 2.777 2.534 -0.033 0.07
H 5.233 0.493 0.955 0.13
H 3.577 0.708 0.451 0.05
C 0.767 -0.087 -0.347 -0.73
O 1.842 0.184 0.136 -0.01
N -0.023 -1.050 0.075 0.21
N 0.238 0.529 -1.355 0.22
H -0.812 -1.294 -0.506 0.06
H 0.500 -1.577 0.760 0.07
H 0.729 1.379 -1.593 0.06
H -0.724 0.409 -1.638 0.08
C 2.430 1.140 3.635 -0.80
O 2.962 1.194 4.724 0.03
N 1.855 2.136 2.967 0.18
N 2.474 0.086 2.940 0.17
H 1.584 1.888 2.026 0.07
H 1.688 3.029 3.407 0.12
H 2.007 0.001 2.048 0.06
H 2.698 -0.737 3.480 0.12
C 0.367 1.408 -4.599 -0.74
O -0.401 2.364 -4.563 0.01
N 1.624 1.507 -4.810 0.20
N 0.004 0.136 -4.634 0.17
H 2.252 0.723 -4.698 0.08
H 1.882 2.481 -4.748 0.14
H -0.959 -0.136 -4.497 0.10
H 0.836 -0.435 -4.588 0.09
C 0.562 -4.607 0.487 -0.03
C 1.784 -3.871 0.975 -0.43
C 2.628 -3.256 -0.166 -0.05
O 1.470 -2.756 1.809 -0.11
H 0.840 -5.647 0.318 0.09
H 0.078 -4.113 -0.356 0.07
H -0.235 -4.676 1.227 0.08
H 2.338 -4.552 1.622 0.14
H 2.152 -2.995 -1.111 0.08
H 3.386 -4.008 -0.387 0.08
H 3.141 -2.344 0.139 0.06
H 2.275 -2.651 2.323 0.10
C -2.455 -1.369 4.444 -0.05
C -1.005 -1.619 4.266 -0.51
C -0.294 -1.697 5.619 -0.05
O -0.866 -2.811 3.541 -0.05
H -2.580 -0.289 4.522 0.07
H -2.877 -1.748 5.375 0.09
H -2.991 -1.670 3.545 0.07
H -0.473 -0.847 3.711 0.13
H -0.633 -2.448 6.332 0.08
H -0.442 -0.789 6.202 0.08
H 0.788 -1.620 5.515 0.07
H -0.135 -2.667 2.937 0.03
C -2.658 1.020 1.309 -0.05
C -1.938 2.140 2.076 -0.45
C -2.203 3.681 1.606 -0.03
O -2.443 2.205 3.354 -0.06
H -2.942 1.292 0.292 0.05
H -3.601 0.721 1.766 0.08
H -2.087 0.092 1.302 0.06
H -0.876 1.934 1.945 0.11
H -3.246 3.997 1.645 0.07
H -1.777 3.755 0.606 0.03
H -1.604 4.302 2.272 0.07
H -3.393 2.185 3.212 0.09
```

Values from the calculation:
Multiplicity   1
Structure (SMILES)   NC(N)=O.NC(N)=O.NC(N)=O.NC(N)=O.NC(N)=O.NC(N)=O.NC(N)=O.NC(N)=O.NC(N)=O.CC(C)O.CC(C)O.CC(C)O
Charge   0

---

Entry 2:
The following is a quantum chemistry calculation of the molecule C4H10N2 at a distorted geometry, from the OMol25 dataset.

```
16
Properties=species:S:1:pos:R:3:lowdin_charge:R:1
C -0.742 -0.220 0.360 -0.35
C -0.707 1.334 0.075 -0.15
C 0.829 1.198 -0.225 -0.14
C 0.595 -0.351 -0.403 -0.37
H -1.611 -1.976 -0.693 0.09
H -2.597 -1.248 0.604 0.12
H -0.659 -0.537 1.404 0.13
H -1.375 1.775 -0.762 0.12
H -0.875 2.137 0.934 0.12
H 1.406 1.448 0.669 0.10
H 1.209 1.750 -1.046 0.08
H 0.406 -0.649 -1.421 0.13
H 2.382 -1.399 -0.493 0.05
H 2.026 -1.023 1.132 0.11
N -1.905 -0.995 -0.284 -0.04
N 1.618 -1.245 0.149 0.01
```

Values from the calculation:
Multiplicity   1
Structure (SMILES)   N[C@@H]1CC[C@H]1N
Charge   0

---

Entry 3:
The following is a quantum chemistry calculation of the molecule C4H6O2 at a distorted geometry, from the OMol25 dataset.

```
12
Properties=species:S:1:pos:R:3:lowdin_charge:R:1
O -1.332 -1.281 -0.712 -0.03
C -0.692 -1.170 0.532 -0.17
C 0.014 -0.675 -0.629 -0.28
C -0.010 0.846 -0.688 -0.09
C 0.819 1.161 0.551 -0.23
O 1.606 0.298 0.866 0.04
H -0.399 -2.085 1.031 0.12
H 0.876 -1.193 -1.063 0.15
H -1.075 1.102 -0.707 0.13
H 0.473 1.308 -1.563 0.13
H -1.047 -0.378 1.198 0.12
H 0.767 2.068 1.186 0.13
```

Values from the calculation:
Multiplicity   1
Structure (SMILES)   O=CC[C@H]1CO1
Charge   0

---

Entry 4:
The following is a quantum chemistry calculation of a cluster of 7 separate species, C41H79N5O9 in total at a distorted geometry, from the OMol25 dataset.

```
134
Properties=species:S:1:pos:R:3:lowdin_charge:R:1
C -4.917 0.824 -3.447 -0.13
C -4.199 1.649 -4.583 -0.26
C -2.635 1.746 -4.453 -0.22
C -2.125 2.628 -3.246 -0.14
C -2.091 1.830 -1.879 -0.16
N -2.182 0.481 -1.987 0.15
C -2.192 -0.158 -0.759 -0.12
C -2.298 -1.655 -0.777 -0.17
N -2.340 -2.298 -2.073 0.07
C -2.340 -2.463 0.440 -0.11
C -2.437 -4.022 0.326 -0.13
C -1.454 -4.868 1.096 0.04
C -1.665 -6.349 0.853 -0.05
C -2.744 -6.705 -0.037 -0.18
N -3.635 -5.897 -0.747 0.04
C -3.495 -4.532 -0.550 -0.09
C -2.275 -1.711 1.747 0.04
C -2.171 -0.240 1.775 -0.16
N -2.145 0.402 3.069 -0.03
C -1.259 -0.270 4.039 -0.26
C -1.276 0.655 5.358 -0.10
C -2.105 0.572 0.509 -0.12
N -1.968 1.941 0.656 0.18
C -1.967 2.526 -0.567 -0.13
C -1.818 4.103 -0.561 -0.12
O -0.793 4.407 0.407 -0.09
C 0.102 5.424 -0.013 -0.23
O 1.439 4.908 -0.183 -0.11
C 2.360 5.997 -0.239 -0.21
C 3.834 5.494 -0.429 -0.23
O 3.984 4.642 -1.578 -0.09
H -4.689 1.307 -2.452 0.07
H -4.581 -0.254 -3.440 0.07
H -6.036 0.786 -3.565 0.07
H -4.405 1.103 -5.554 0.10
H -4.719 2.639 -4.672 0.10
H -2.151 0.729 -4.494 0.11
H -2.272 2.271 -5.389 0.11
H -2.834 3.498 -3.128 0.11
H -1.090 3.009 -3.478 0.12
H -1.785 -1.768 -2.749 0.07
H -1.857 -3.204 -2.001 0.06
H -0.656 -4.468 1.759 0.09
H -1.030 -7.114 1.367 0.09
H -2.888 -7.810 -0.191 0.10
H -4.184 -3.855 -1.115 0.12
H -2.327 -2.329 2.675 0.10
H -1.838 1.374 2.995 0.10
H -1.623 -1.273 4.379 0.10
H -0.188 -0.312 3.695 0.11
H -2.337 0.965 5.595 0.07
H -0.884 0.110 6.251 0.06
H -0.715 1.618 5.197 0.07
H -1.642 4.527 -1.577 0.09
H -2.803 4.485 -0.152 0.14
H 0.196 6.195 0.817 0.14
H -0.213 6.002 -0.938 0.12
H 2.124 6.619 -1.154 0.13
H 2.339 6.628 0.692 0.13
H 4.178 4.890 0.463 0.12
H 4.559 6.359 -0.512 0.12
H 4.926 4.413 -1.676 0.07
C -0.616 7.584 -4.353 -0.06
C -1.924 7.014 -3.826 -0.49
C -3.103 7.898 -4.199 -0.06
O -1.851 6.891 -2.404 -0.08
H -0.423 8.572 -3.925 0.08
H 0.223 6.945 -4.068 0.08
H -0.634 7.673 -5.441 0.08
H -2.075 6.009 -4.228 0.13
H -2.993 8.897 -3.766 0.08
H -4.033 7.482 -3.805 0.08
H -3.195 7.996 -5.283 0.08
H -1.719 7.776 -2.039 0.09
C -7.081 -7.522 2.442 -0.07
C -6.872 -6.037 2.187 -0.50
C -7.298 -5.647 0.779 -0.07
O -5.502 -5.712 2.361 -0.06
H -6.484 -8.123 1.749 0.08
H -6.757 -7.786 3.451 0.08
H -8.132 -7.799 2.329 0.08
H -7.441 -5.457 2.919 0.14
H -6.705 -6.184 0.032 0.07
H -7.132 -4.581 0.609 0.08
H -8.355 -5.867 0.609 0.08
H -4.988 -6.201 1.715 0.06
C 2.247 -5.001 -2.526 -0.06
C 1.372 -3.837 -2.963 -0.50
C 2.196 -2.746 -3.631 -0.06
O 0.698 -3.296 -1.829 -0.07
H 2.995 -4.674 -1.797 0.08
H 1.645 -5.771 -2.039 0.08
H 2.764 -5.449 -3.378 0.08
H 0.605 -4.193 -3.655 0.14
H 2.941 -2.343 -2.939 0.08
H 1.557 -1.912 -3.930 0.08
H 2.711 -3.126 -4.516 0.08
H 1.366 -2.977 -1.209 0.09
C 3.918 -1.672 4.090 -0.06
C 3.031 -0.530 3.647 -0.51
C 3.832 0.564 2.957 -0.06
O 2.352 0.021 4.765 -0.06
H 4.678 -1.353 4.809 0.08
H 3.305 -2.430 4.583 0.07
H 4.423 -2.123 3.232 0.08
H 2.267 -0.914 2.967 0.14
H 4.574 0.992 3.639 0.08
H 3.177 1.381 2.648 0.08
H 4.350 0.179 2.076 0.08
H 3.007 0.373 5.380 0.09
C 3.217 -5.979 4.030 -0.06
C 1.921 -5.219 3.797 -0.50
C 0.710 -6.106 4.046 -0.06
O 1.891 -4.728 2.455 -0.07
H 3.297 -6.830 3.346 0.08
H 4.078 -5.336 3.839 0.08
H 3.279 -6.350 5.056 0.08
H 1.879 -4.349 4.456 0.13
H 0.708 -6.960 3.361 0.08
H -0.212 -5.550 3.864 0.07
H 0.693 -6.485 5.070 0.08
H 1.927 -5.488 1.860 0.09
C 10.075 4.831 -0.411 -0.07
C 8.786 4.655 -1.199 -0.50
C 7.898 5.884 -1.088 -0.06
O 8.082 3.514 -0.711 -0.06
H 9.863 4.978 0.653 0.08
H 10.698 3.938 -0.490 0.08
H 10.646 5.689 -0.773 0.08
H 9.021 4.465 -2.248 0.14
H 7.612 6.066 -0.048 0.08
H 6.972 5.737 -1.651 0.07
H 8.402 6.773 -1.471 0.08
H 7.869 3.671 0.217 0.09
```

Values from the calculation:
Multiplicity   1
Structure (SMILES)   CCCCc1nc2c(N)c(-c3cccnc3)cc(NCC)c2nc1COCOCCO.CC(C)O.CC(C)O.CC(C)O.CC(C)O.CC(C)O.CC(C)O
Charge   0

---

Values of E, in order: -2610.5244; -267.8466; -306.4100; -2560.3998, all in Eh.
Values of frontier orbital gap, in order: 8.88; 10.14; 10.95; 6.79, all in eV.